1.
This record from the OMol25 dataset describes an isolated ion of composition C4H10NO and charge +1. The level of theory is the ωB97M-V functional and the def2-TZVPD basis.

XYZ file:
```
16
Properties=species:S:1:pos:R:3:forces:R:3:nbo_charge:R:1
H -0.7203 1.6352 0.9627 -0.250 0.196 -0.088 0.24
H 0.3043 -0.5693 1.2829 -0.194 0.100 0.026 0.23
C 1.5161 0.2411 -0.2737 0.984 -1.035 -1.062 -0.52
H -3.0133 0.8605 0.6261 0.126 0.275 -0.397 0.45
C -0.8994 0.8856 0.1975 0.443 -0.480 0.305 -0.21
H -2.2041 -0.3242 1.3294 0.129 -0.427 -0.521 0.45
H -2.4586 -0.3439 -0.3703 -0.199 -0.378 0.377 0.45
C 0.1814 -0.2094 0.2559 -1.071 0.117 0.556 -0.42
H 1.3951 0.8068 -1.1964 0.167 0.448 0.200 0.24
O 2.4790 -1.2957 -1.8741 0.080 0.632 -0.531 -0.48
H 2.1930 0.6893 0.4516 -0.437 0.554 0.127 0.25
H -0.9973 1.3253 -0.7917 0.207 0.169 0.048 0.23
C 2.2482 -1.0193 -0.7338 -0.395 -1.079 -0.190 0.43
N -2.2370 0.2155 0.4550 -0.075 0.515 0.663 -0.67
H 2.4458 -1.8382 -0.0196 0.076 0.420 0.718 0.12
H -0.2329 -1.0593 -0.3013 0.409 -0.026 -0.232 0.21
```
Forces are in eV/Å.

Electronic energy (eV): -7840.267
Charge: +1
Structure (SMILES): [NH3+]CCCC=O
LUMO (eV): -4.0605
Highest occupied orbital energy (eV): -13.06
Gap between HOMO and LUMO (hartree): 0.331

***

2.
This record from the OMol25 dataset describes a 2-piece molecular cluster, C4H10NO overall. The level of theory is the ωB97M-V functional and the def2-TZVPD basis.

XYZ file:
```
16
Properties=species:S:1:pos:R:3:forces:R:3:nbo_charge:R:1
H 0.8647 2.3345 -0.5966 0.432 -0.609 0.089 0.20
C 0.4090 -1.5387 -0.6645 -1.354 3.341 0.808 0.23
C 0.2823 1.8709 1.9565 -1.357 -0.385 2.736 -0.30
H 1.2073 -1.6192 0.0231 1.450 -0.029 0.250 0.19
H 0.4791 -3.3663 -1.5914 0.238 -0.201 0.055 0.27
O -0.5675 2.0133 0.8195 -0.896 0.291 -2.218 -0.39
H 1.2925 1.7031 1.6115 0.113 -1.109 0.374 0.22
H 0.3475 2.7216 2.6507 -0.381 0.720 -1.106 0.24
C -0.2256 -2.7558 -1.0302 -2.721 -1.638 -2.988 -0.72
H -0.8459 1.9836 -1.2972 0.794 -0.037 2.154 0.24
C -0.1358 1.9756 -0.3832 -0.799 0.151 -0.346 0.36
H -0.9817 -0.1992 -1.3106 2.158 -1.162 0.325 0.36
H -0.4083 1.2211 2.6670 2.334 0.158 -1.706 0.26
H -1.1292 -2.6416 -1.7589 1.520 0.147 1.304 0.24
H -0.5896 -3.3774 -0.2220 0.218 0.099 0.529 0.27
N 0.0013 -0.3255 -0.8737 -1.747 0.262 -0.261 -0.66
```
Forces are in eV/Å.

Electronic energy (eV): -7837.601
Charge: +1
LUMO (eV): -4.8733
Highest occupied orbital energy (eV): -14.85
Gap between HOMO and LUMO (hartree): 0.367

***

3.
This record from the OMol25 dataset describes C4H10NO2 as an isolated structure. The level of theory is the ωB97M-V functional and the def2-TZVPD basis.

XYZ file:
```
17
Properties=species:S:1:pos:R:3:forces:R:3:nbo_charge:R:1
C -0.0846 -0.5366 0.7855 1.767 -4.823 4.991 -0.18
H -2.1897 -1.2948 0.8232 0.450 0.121 0.957 0.21
H -1.7613 0.1727 0.0137 -1.307 1.587 -0.621 0.21
H 0.9850 0.3151 -0.8153 -2.491 2.524 -1.487 0.40
C -1.4526 -0.8091 0.1965 0.757 -0.441 -1.942 -0.50
C -1.6077 -1.5755 -1.2034 0.630 0.097 -1.867 -0.01
O -2.1245 -0.8777 -2.2698 0.350 -0.211 1.617 -0.95
H 2.5926 0.6615 1.6840 -0.115 0.576 -1.315 0.06
H -0.1715 -0.0989 1.8740 -0.110 -0.204 -2.192 0.19
H -2.2110 -2.5024 -0.9821 0.232 0.213 0.179 0.08
C 1.8331 1.4543 1.3119 2.773 1.081 2.600 0.23
H 1.7124 -0.4885 -0.2319 1.892 -2.267 1.772 0.38
H 1.2880 1.5622 2.3110 -1.410 -0.368 -1.515 0.11
H 0.4989 -1.6047 1.1810 -1.920 2.227 -1.129 0.14
H -0.5737 -1.9907 -1.5349 -0.449 0.178 0.843 0.05
N 1.0384 0.1192 0.1554 -0.516 1.273 -0.596 -0.70
O 2.1786 2.5322 0.7756 -0.532 -1.563 -0.295 -0.70
```
Forces are in eV/Å.

Electronic energy (eV): -9890.910
Charge: -1
LUMO (eV): 3.5690
Highest occupied orbital energy (eV): -2.58
Gap between HOMO and LUMO (hartree): 0.226